(1)
The following is a quantum chemistry calculation of C21H27N4PdS5 as an isolated structure at a distorted geometry, from the OMol25 dataset.

```
58
C21H27N4PdS5 | the OMol25 dataset | the ωB97M-V functional and the def2-TZVPD basis
Pd -0.0532 0.0332 1.5122
C 0.0962 -3.0859 2.4464
C 1.5420 -2.8031 2.0859
S 2.1248 -1.0591 2.1619
C 2.3356 -0.6150 3.9294
C 1.3986 0.5149 4.3105
S -0.2995 -0.1656 4.3315
C -1.3379 1.3010 4.6541
C -2.7514 1.0125 4.1875
S -2.7985 0.7286 2.3675
C -3.4782 -0.9585 2.1743
C -2.5293 -2.0826 2.5485
S -1.1126 -2.1999 1.3829
H -0.1280 -2.8392 3.4853
H -0.0819 -4.1523 2.2847
H 1.7377 -3.0843 1.0476
H 2.1879 -3.3963 2.7339
H 3.3780 -0.3051 4.0358
H 2.1689 -1.5028 4.5382
H 1.4336 1.3416 3.5846
H 1.6357 0.8913 5.3081
H -0.9180 2.1501 4.1099
H -1.3136 1.4948 5.7294
H -3.3786 1.8877 4.3691
H -3.1857 0.1518 4.6940
H -3.7551 -1.0200 1.1205
H -4.3863 -1.0147 2.7746
H -3.0624 -3.0363 2.4955
H -2.1374 -1.9570 3.5599
S -0.4708 2.3016 0.8255
C -0.6283 2.0000 -0.8940
N -1.4212 2.8390 -1.5126
N -1.5962 3.0886 -2.7599
C -0.7895 2.9636 -3.8624
C 0.5998 2.7297 -3.7772
C 1.3480 2.6428 -4.9278
C 0.7404 2.7899 -6.1760
C -0.6274 3.0482 -6.2658
C -1.3945 3.1499 -5.1271
N -0.0358 0.9661 -1.5018
N 0.6182 0.0784 -0.8815
C 1.1949 -0.9318 -1.5983
C 0.6917 -1.3308 -2.8579
C 1.3391 -2.3128 -3.5695
C 2.4758 -2.9294 -3.0488
C 3.0007 -2.5174 -1.8260
C 2.3725 -1.5300 -1.1019
H -2.4857 3.5749 -2.9233
H 1.0924 2.6978 -2.8170
H 2.4138 2.4977 -4.8641
H 1.3414 2.7426 -7.0710
H -1.0844 3.1927 -7.2312
H -2.4528 3.3609 -5.1955
H -0.2183 -0.8799 -3.2248
H 0.9671 -2.6203 -4.5343
H 2.9442 -3.7401 -3.5845
H 3.9126 -2.9617 -1.4564
H 2.8235 -1.1418 -0.2009
```

Calculated values
Calculated total energy: -85801.6475 eV
Total charge: +3
Relative energy (zero: lowest compared OMol25 entry of this formula, charge and spin): 26.35 kcal per mole
<S²>: 6.09
E_LUMO (alpha / beta): -9.88 / -12.21 eV
Largest force on an atom: 0.0531 hartree/bohr
2S+1: 5

(2)
The following is a quantum chemistry calculation of a 2-piece molecular cluster, C4H12 overall at a distorted geometry, from the OMol25 dataset.

```
16
C4H12 | the OMol25 dataset | the ωB97M-V functional and the def2-TZVPD basis
C -1.6372 0.7617 -2.4060
C -1.4337 0.2374 -0.9815
H -2.3081 1.6324 -2.4032
H -0.7183 1.1045 -2.8678
H -2.1714 0.0222 -2.9987
H -1.1141 1.0309 -0.3042
H -2.3790 -0.1095 -0.5923
H -0.7270 -0.5833 -0.9791
C 1.9483 -0.8372 1.1151
C 1.1603 -0.1991 2.2697
H 2.1473 -1.8968 1.2730
H 1.3616 -0.7498 0.2019
H 2.8912 -0.3170 1.0002
H 1.3809 0.8726 2.2682
H 1.5046 -0.6020 3.2214
H 0.0947 -0.3669 2.1832
```

Calculated values
Calculated total energy: -4342.4169 eV
Relative energy (zero: lowest compared OMol25 entry of this formula, charge and spin): 2.57 kcal per mole
E_LUMO: 1.16 eV
Largest force on an atom: 0.0199 hartree/bohr
SMILES string: CC.CC

(3)
The following is a quantum chemistry calculation of one molecule with the formula C3H7N3 at a distorted geometry, from the OMol25 dataset.

```
13
C3H7N3 | the OMol25 dataset | the ωB97M-V functional and the def2-TZVPD basis
H -2.9493 0.1452 -0.2337
N -2.2925 -0.6345 -0.2660
C -1.1066 -0.1599 -0.0257
N -0.7825 1.2083 0.1051
C -0.0293 -1.1052 0.1322
C 1.2741 -0.8146 0.0251
N 1.8290 0.4205 -0.1938
H -0.1197 1.3663 0.8684
H -1.6026 1.7665 0.1715
H -0.3260 -2.1490 0.2697
H 2.0359 -1.6037 0.2174
H 1.2606 1.1102 -0.6505
H 2.8091 0.4501 -0.4198
```

Calculated values
Calculated total energy: -7694.4429 eV
Relative energy (zero: lowest compared OMol25 entry of this formula, charge and spin): 5.45 kcal per mole
E_LUMO: 0.90 eV
Largest force on an atom: 0.0317 hartree/bohr
SMILES string: [H]/N=C(N)/C=C\N

(4)
The following is a quantum chemistry calculation of a 2-piece molecular cluster, C31H28N2O2 overall at a distorted geometry, from the OMol25 dataset.

```
63
C31H28N2O2 | the OMol25 dataset | the ωB97M-V functional and the def2-TZVPD basis
C 1.8377 -3.8006 4.7760
C 2.7808 -2.8012 4.1569
O 2.0085 -2.0563 3.1842
C 2.7706 -1.0898 2.6041
C 1.9196 -0.3257 1.6943
N 2.1720 0.9070 1.4195
C 1.2969 1.8795 1.1422
C 1.7688 2.9278 0.2678
C 1.2887 4.2567 0.3123
C 1.8455 5.2143 -0.5356
C 2.8788 4.8712 -1.4149
C 3.3786 3.5624 -1.4259
C 2.8332 2.6013 -0.5831
C -0.0153 1.9004 1.7740
C -1.1060 2.6625 1.2895
C -2.3264 2.6547 1.9704
C -2.4889 1.8863 3.1300
C -1.4192 1.1241 3.6175
C -0.2101 1.1167 2.9275
O 3.9518 -0.8906 2.8502
H 2.3129 -4.2860 5.6343
H 0.9150 -3.3041 5.1130
H 1.5705 -4.5800 4.0489
H 3.1842 -2.0948 4.9033
H 3.6226 -3.2856 3.6432
H 0.9802 -0.8219 1.3765
H 0.5199 4.5370 1.0341
H 1.4728 6.2380 -0.5050
H 3.3098 5.6220 -2.0758
H 4.1966 3.2770 -2.0778
H 3.2351 1.5911 -0.5532
H -0.9993 3.2649 0.3856
H -3.1573 3.2555 1.6011
H -3.4452 1.8589 3.6566
H -1.5088 0.5268 4.5239
H 0.6121 0.4997 3.3069
C 5.2051 -0.7268 8.4185
N 4.3426 -0.1598 7.3842
C 4.9417 0.6768 6.4609
C 6.3082 0.9896 6.5339
C 6.8858 1.8792 5.6352
C 6.1108 2.4684 4.6198
C 4.7656 2.1681 4.5086
C 4.1544 1.2644 5.4136
C 2.8012 0.9439 5.3363
C 2.1723 0.2099 6.3475
C 2.9844 -0.4055 7.3675
C 2.3479 -1.2305 8.3129
C 0.9734 -1.4492 8.2685
C 0.1795 -0.7987 7.3103
C 0.7660 0.0492 6.3922
H 4.6529 -1.4085 9.0601
H 6.0207 -1.2881 7.9478
H 5.6393 0.0610 9.0483
H 6.9245 0.5528 7.3215
H 7.9478 2.1142 5.7220
H 6.5695 3.1776 3.9382
H 4.1450 2.6077 3.7322
H 2.2003 1.3839 4.5437
H 2.9117 -1.6979 9.1185
H 0.5171 -2.1208 8.9948
H -0.8985 -0.9421 7.3178
H 0.1635 0.6328 5.6965
```

Calculated values
Calculated total energy: -39673.7910 eV
Relative energy (zero: lowest compared OMol25 entry of this formula, charge and spin): 16.65 kcal per mole
E_LUMO: -2.09 eV
Largest force on an atom: 0.0298 hartree/bohr

(5)
The following is a quantum chemistry calculation of a 2-piece molecular cluster, C7H20N2Si overall at a distorted geometry, from the OMol25 dataset.

```
30
C7H20N2Si | the OMol25 dataset | the ωB97M-V functional and the def2-TZVPD basis
C 1.2100 0.6474 0.0025
C 0.1227 -0.0980 0.0343
C 3.4431 0.2249 -1.2147
C 3.2919 0.8647 1.1098
C -3.5729 1.1087 1.2666
C -3.4077 1.4941 -1.1025
C -0.8197 -2.8686 -0.6642
N 2.5946 0.1179 0.0581
N -3.0276 0.8406 0.0666
Si 0.0606 -1.9138 0.7886
H 1.0971 1.7763 -0.1790
H 4.1646 -0.4881 -1.2543
H 2.8891 0.0298 -2.0739
H 3.9108 1.2255 -1.0824
H 3.1552 1.9918 1.1171
H 2.7898 0.6896 2.1506
H 4.3727 0.8621 1.2426
H -4.1307 0.1835 1.3947
H -2.6602 1.0164 1.9299
H -4.1487 1.9400 1.2703
H -3.6924 0.9344 -2.0225
H -4.3646 2.0513 -1.1452
H -2.5992 1.9259 -1.6447
H -1.6765 -2.2233 -0.8655
H 0.0385 -3.0780 -1.4187
H -1.2188 -3.8324 -0.4573
H 2.7058 -0.7821 0.4224
H -0.7520 0.4017 -0.0033
H 1.4568 -2.0150 1.4230
H -0.9621 -1.5750 1.9774
```

Calculated values
Calculated total energy: -18417.7753 eV
Total charge: +2
Relative energy (zero: lowest compared OMol25 entry of this formula, charge and spin): 189.30 kcal per mole
E_LUMO: -10.88 eV
Largest force on an atom: 0.1084 hartree/bohr

(6)
The following is a quantum chemistry calculation of one molecule with the formula C5H6NP at a distorted geometry, from the OMol25 dataset.

```
13
C5H6NP | the OMol25 dataset | the ωB97M-V functional and the def2-TZVPD basis
P -0.4647 -2.1141 -1.3021
C -0.1658 -0.4894 -0.5136
C 0.3640 -0.3981 0.7687
C 0.5338 0.8478 1.3218
C 0.1665 1.9393 0.5712
N -0.3242 1.9058 -0.6569
C -0.4820 0.6861 -1.1520
H -1.2893 -2.7543 -0.3453
H 0.7549 -2.8224 -1.2269
H 0.6113 -1.2890 1.3343
H 0.9234 0.9560 2.3258
H 0.2842 2.9227 1.0263
H -0.9120 0.6096 -2.1512
```

Calculated values
Calculated total energy: -16060.2246 eV
Relative energy (zero: lowest compared OMol25 entry of this formula, charge and spin): 0.00 kcal per mole
E_LUMO: 0.64 eV
Largest force on an atom: 0.0331 hartree/bohr
SMILES string: Pc1cccnc1